The following is a quantum chemistry calculation of a cluster of 2 separate species, C2H3F2O2Si in total at a distorted geometry, from the Open Molecules 2025 dataset.

```
! RIJCOSX wB97M-V def2-TZVPD def2/J DEFGRID3
* xyz -1 1
C 1.58 -1.23 0.12
C -1.29 0.09 0.12
O 2.61 -1.50 -0.39
O 0.88 -1.60 1.03
F -0.27 2.25 -2.13
F 0.80 1.69 1.05
Si 0.56 0.55 -0.20
H -1.67 -0.06 1.11
H -1.82 0.76 -0.56
H -1.38 -0.97 -0.16
*
```

* HOMO level (spin up / spin down): -5.34 / -5.34 eV
* lowest unoccupied orbital energy (spin up / spin down): 3.05 / 3.05 eV
* ΔE to the lowest compared entry with this formula, charge and spin: 75.7 kcal per mole
* calculated total energy: -717.800936 a.u.
* orbital gap (spin up / spin down): 8.39 / 8.39 eV